Arrangement w

14
Properties=species:S:1:pos:R:3 method="wB97M-V/def2-TZVPD" total_charge=0 homo_energy_ha=-0.32856 smiles="N/N=C/C1C=NN=C1" e_lumo_ha=0.017 homo_lumo_gap_ha=0.3459
C 0.64 -0.11 -0.19
C -0.63 -0.21 0.50
C -1.67 -1.15 -0.01
C -1.45 1.03 0.18
H 3.65 0.38 0.25
H 2.74 0.40 -1.14
H 0.81 0.07 -1.26
H -0.53 -0.16 1.63
H -1.56 -2.24 -0.10
H -1.12 2.04 0.34
N 2.83 -0.05 -0.25
N 1.75 -0.18 0.44
N -2.81 -0.61 -0.18
N -2.66 0.79 -0.22


Arrangement x

14
Properties=species:S:1:pos:R:3 method="wB97M-V/def2-TZVPD" total_charge=0 homo_energy_ha=-0.29542 smiles="C1=C2N=NC[C@H]2NN1" e_lumo_ha=0.021 homo_lumo_gap_ha=0.3163
C -1.43 -0.85 -0.22
C -0.26 0.96 0.42
C 0.99 1.38 -0.03
C -0.19 -0.53 0.60
H -2.07 -1.54 0.32
H -1.29 -1.10 -1.25
H 1.37 2.39 -0.25
H 2.77 0.28 0.00
H 1.04 -1.49 -0.74
H -0.18 -0.78 1.65
N -2.24 0.43 -0.26
N -1.47 1.38 0.05
N 1.81 0.34 -0.31
N 1.15 -0.89 0.04


Stability verdict: arrangement w, ahead by 26.3 kJ/mol


Arrangement w

14
Properties=species:S:1:pos:R:3 method="wB97M-V/def2-TZVPD" total_charge=0 homo_energy_ha=-0.31479 e_lumo_ha=0.021 homo_lumo_gap_ha=0.3358
C -0.51 1.94 0.41
C 0.18 0.83 0.11
C 1.89 -0.44 -0.41
C -1.41 -0.96 0.00
H -0.25 2.82 -0.09
H -1.39 1.85 1.06
H 2.91 -0.83 -0.75
H 1.45 -1.48 1.33
H -1.48 -2.13 0.48
H -2.13 0.53 -0.98
N 1.55 0.81 -0.48
N 0.95 -1.27 0.32
N -0.16 -0.41 0.51
N -2.35 -0.41 -0.59


Arrangement x

14
Properties=species:S:1:pos:R:3 method="wB97M-V/def2-TZVPD" total_charge=0 homo_energy_ha=-0.37340 smiles=N#CC(N)(C#N)CN e_lumo_ha=0.021 homo_lumo_gap_ha=0.3947
C -1.82 0.92 1.00
C -1.42 -0.12 -1.22
C 0.39 0.97 -0.02
C -0.94 0.07 0.17
N -2.50 1.50 1.71
N -1.95 -0.34 -2.21
N 1.17 0.49 -1.18
N -0.81 -1.15 0.92
H 0.15 2.01 0.14
H 0.97 0.79 0.89
H 1.49 -0.45 -1.14
H 2.08 0.95 -1.26
H -1.57 -1.19 1.54
H -0.85 -1.98 0.20


Arrangement y

14
Properties=species:S:1:pos:R:3 method="wB97M-V/def2-TZVPD" total_charge=0 homo_energy_ha=-0.30584 e_lumo_ha=0.028 homo_lumo_gap_ha=0.3334
C 0.01 -0.34 0.97
C 1.71 -1.17 0.08
C 1.22 -0.32 -0.84
C -1.12 0.81 -0.97
H -1.54 0.85 1.73
H -0.81 -0.48 2.91
H 2.67 -1.70 0.19
H 1.33 -0.22 -1.90
H -2.03 0.73 -0.43
H -0.23 1.49 -2.50
N -1.03 -0.14 1.88
N 1.02 -1.10 1.22
N -0.02 0.16 -0.31
N -1.19 1.44 -2.04


Arrangement z

14
Properties=species:S:1:pos:R:3 method="wB97M-V/def2-TZVPD" total_charge=0 homo_energy_ha=-0.30741 e_lumo_ha=0.020 homo_lumo_gap_ha=0.3274
C 2.24 0.26 0.95
C -0.53 0.35 -0.19
C -0.13 -0.90 -0.83
C -1.92 0.55 -0.40
H 2.29 -0.78 1.50
H 3.20 0.85 1.35
H 2.01 0.11 -0.01
H 0.90 -1.09 -0.61
H -3.23 -0.97 -1.22
H -2.81 1.10 -0.12
N 1.10 1.26 1.32
N 0.13 1.40 0.55
N -1.12 -1.56 -1.19
N -2.12 -0.59 -1.10


Stability verdict: arrangement y, ahead by 85.3 kJ/mol


Arrangement w

22
Properties=species:S:1:pos:R:3 method="wB97M-V/def2-TZVPD" total_charge=+1 homo_energy_ha=-0.48998 smiles="C[C@@]12CC3=C4C[C@H]4[N@+]1(C)[C@H]32" e_lumo_ha=-0.166 homo_lumo_gap_ha=0.3239
C 0.26 -1.97 -1.02
C -0.48 -0.90 -1.57
C 1.60 -1.89 -0.33
C 0.30 0.33 -1.81
C 0.26 -1.77 0.43
C -1.41 -0.33 -0.47
C 0.05 0.80 -0.39
C 0.03 2.28 -0.03
C -0.77 0.32 1.90
N -0.38 -0.34 0.57
H 2.08 -2.87 -0.17
H 2.24 -1.07 -0.45
H 1.31 0.03 -2.05
H -0.05 1.06 -2.48
H -0.03 -2.57 1.24
H -2.44 -0.45 -0.18
H -0.75 2.73 -0.73
H 0.96 2.69 -0.30
H -0.22 2.49 1.02
H -1.41 1.09 1.70
H -1.20 -0.45 2.72
H 0.07 0.78 2.39


Arrangement x

22
Properties=species:S:1:pos:R:3 method="wB97M-V/def2-TZVPD" total_charge=+1 homo_energy_ha=-0.47160 smiles=C[C@@]1([NH3+])Cc2ccccc21 e_lumo_ha=-0.130 homo_lumo_gap_ha=0.3412
C -3.29 0.32 0.02
C -3.00 -0.97 -0.11
C -2.34 1.33 -0.02
C -1.68 -1.49 -0.13
C -1.10 0.81 0.09
C -0.78 -0.50 -0.04
C 0.33 1.41 0.04
C 1.00 -0.01 0.01
C 1.87 -0.31 -1.20
N 1.61 -0.41 1.24
H -4.27 0.57 0.30
H -3.86 -1.63 0.04
H -2.60 2.44 -0.01
H -1.42 -2.47 -0.05
H 0.45 1.83 -0.98
H 0.72 2.26 0.68
H 1.73 -1.44 -1.33
H 2.89 0.17 -1.12
H 1.49 0.13 -2.11
H 2.65 -0.33 1.21
H 1.54 -1.43 1.41
H 1.15 0.18 1.99


Stability verdict: arrangement x, ahead by 537.6 kJ/mol


Arrangement w

15
Properties=species:S:1:pos:R:3 method="wB97M-V/def2-TZVPD" total_charge=0 homo_energy_ha=-0.34981 smiles="C=CC(C)C" e_lumo_ha=0.044 homo_lumo_gap_ha=0.3934
C -0.08 -0.83 1.33
C -0.49 0.28 0.41
C -1.57 -0.03 -0.65
C 0.77 0.84 -0.25
C 1.61 0.02 -0.92
H 0.29 -1.71 0.79
H -0.90 -1.31 1.88
H 0.69 -0.49 2.09
H -0.88 1.04 1.09
H -1.97 0.90 -1.14
H -2.37 -0.60 -0.17
H -1.15 -0.71 -1.44
H 0.94 1.97 -0.28
H 2.48 0.34 -1.51
H 1.48 -1.08 -0.83


Arrangement x

15
Properties=species:S:1:pos:R:3 method="wB97M-V/def2-TZVPD" total_charge=0 homo_energy_ha=-0.34330 smiles="C=CC.C=C" e_lumo_ha=0.047 homo_lumo_gap_ha=0.3903
C 0.15 0.40 1.35
C 1.33 -0.16 1.12
C 0.21 -1.19 -1.60
C -1.04 -1.00 -1.21
C -0.44 1.52 0.56
H -0.44 0.06 2.20
H -0.21 2.46 1.08
H 1.94 0.15 0.27
H 1.72 -0.96 1.74
H 0.59 -0.82 -2.54
H 0.92 -1.70 -0.95
H -1.39 -1.33 -0.23
H -1.77 -0.47 -1.83
H -1.54 1.45 0.48
H -0.04 1.58 -0.46


Arrangement y

15
Properties=species:S:1:pos:R:3 method="wB97M-V/def2-TZVPD" total_charge=0 homo_energy_ha=-0.31354 e_lumo_ha=0.009 homo_lumo_gap_ha=0.3226
C 2.30 0.01 0.15
C 1.48 1.18 0.53
C -0.96 -0.69 0.25
C -2.20 -0.42 -0.55
C -1.09 0.60 -0.54
H 3.26 0.39 0.58
H 2.11 -0.96 0.62
H 2.47 -0.09 -0.92
H 1.13 0.98 1.57
H -0.27 -1.44 -0.12
H -1.02 -0.64 1.33
H -3.11 -0.18 0.00
H -2.36 -0.99 -1.46
H -1.25 1.52 0.01
H -0.50 0.72 -1.44


Arrangement z

15
Properties=species:S:1:pos:R:3 method="wB97M-V/def2-TZVPD" total_charge=0 homo_energy_ha=-0.30939 smiles="C=CC.C=C" e_lumo_ha=0.023 homo_lumo_gap_ha=0.3326
C 2.92 -0.13 1.95
C 3.63 -1.27 1.98
H 1.93 0.03 2.38
H 3.39 0.74 1.52
H 3.24 -2.19 2.39
H 4.68 -1.28 1.66
C -1.67 0.72 -2.26
C -2.48 -0.08 -1.28
C -2.97 0.41 -0.11
H -2.21 1.70 -2.49
H -0.67 1.02 -1.91
H -1.36 0.18 -3.18
H -2.13 -1.12 -1.34
H -2.54 0.08 0.82
H -3.77 1.19 -0.13


Stability verdict: arrangement w, ahead by 78.3 kJ/mol


Arrangement w

15
Properties=species:S:1:pos:R:3 method="wB97M-V/def2-TZVPD" total_charge=0 homo_energy_ha=-0.37008 smiles=CCC1CC1 e_lumo_ha=0.048 homo_lumo_gap_ha=0.4183
C -1.03 1.28 -0.56
C -0.06 0.25 -1.19
C 0.49 -0.82 -0.24
C -0.12 -1.05 1.12
C 1.23 -0.40 1.00
H -0.60 2.28 -0.51
H -1.97 1.34 -1.11
H -1.30 1.01 0.46
H -0.56 -0.25 -2.03
H 0.80 0.78 -1.63
H 0.87 -1.70 -0.75
H -0.21 -2.05 1.52
H -0.94 -0.40 1.40
H 1.29 0.67 1.19
H 2.11 -0.95 1.32


Arrangement x

15
Properties=species:S:1:pos:R:3 method="wB97M-V/def2-TZVPD" total_charge=0 homo_energy_ha=-0.31897 smiles="CC=C(C)C" e_lumo_ha=0.042 homo_lumo_gap_ha=0.3606
C -1.49 0.59 1.10
C -0.41 0.00 0.21
C 0.73 0.70 0.14
C 1.95 0.29 -0.65
C -0.70 -1.17 -0.65
H -1.60 0.02 2.04
H -2.44 0.53 0.57
H -1.33 1.61 1.44
H 0.89 1.54 0.80
H 2.93 0.41 -0.20
H 1.88 -0.78 -0.89
H 1.91 0.86 -1.59
H -0.35 -1.06 -1.66
H -1.74 -1.50 -0.53
H -0.24 -2.05 -0.15


Arrangement y

15
Properties=species:S:1:pos:R:3 method="wB97M-V/def2-TZVPD" total_charge=0 homo_energy_ha=-0.40321 smiles=C1CCCC1 e_lumo_ha=0.046 homo_lumo_gap_ha=0.4489
C -1.16 0.58 -0.11
C 0.21 1.15 -0.53
C -0.88 -0.92 0.02
C 1.21 0.30 0.26
C 0.64 -1.12 0.31
H -1.38 1.00 0.92
H -1.96 0.84 -0.81
H 0.26 2.20 -0.32
H 0.33 1.06 -1.62
H -1.49 -1.29 0.86
H -1.16 -1.56 -0.82
H 2.22 0.35 -0.21
H 1.26 0.69 1.26
H 0.77 -1.52 1.31
H 1.04 -1.78 -0.45


Stability verdict: arrangement y, ahead by 66.1 kJ/mol


Arrangement w

15
Properties=species:S:1:pos:R:3 method="wB97M-V/def2-TZVPD" total_charge=0 homo_energy_ha=-0.29511 e_lumo_ha=0.008 homo_lumo_gap_ha=0.3035
C 0.33 -1.17 -1.19
C -0.58 -0.07 -1.13
C -1.17 0.19 0.11
C 1.49 1.50 0.41
C -1.48 -0.97 0.90
H -0.91 -1.31 -1.37
H 0.67 -1.60 -0.27
H 0.87 -1.26 -2.14
H -1.30 1.19 0.59
H 0.49 1.84 -0.02
H 2.43 1.54 -0.14
H 1.63 2.31 1.17
H -1.77 -1.96 0.50
H -2.15 -0.74 1.75
H 1.45 0.50 0.82


Arrangement x

15
Properties=species:S:1:pos:R:3 method="wB97M-V/def2-TZVPD" total_charge=0 homo_energy_ha=-0.33688 smiles="C=CC.C=C" e_lumo_ha=0.043 homo_lumo_gap_ha=0.3798
C -0.97 -0.95 1.78
C -2.02 -1.55 1.14
H -0.55 -1.29 2.73
H -0.51 -0.11 1.24
H -2.77 -2.04 1.73
H -2.08 -1.61 0.07
C 1.08 1.75 -0.32
C 0.96 0.36 -0.70
C 0.69 -0.11 -1.96
H 2.00 1.87 0.47
H 1.34 2.31 -1.31
H 0.11 2.20 0.00
H 1.48 -0.42 0.04
H 0.74 -1.15 -2.26
H 0.49 0.76 -2.65


Arrangement y

15
Properties=species:S:1:pos:R:3 method="wB97M-V/def2-TZVPD" total_charge=0 homo_energy_ha=-0.36202 smiles=CC1(C)CC1 e_lumo_ha=0.042 homo_lumo_gap_ha=0.4043
C -0.25 -1.04 -1.14
C -0.03 0.02 -0.07
C -0.42 1.42 -0.48
C -0.24 -0.41 1.36
C 1.15 -0.11 0.86
H 0.31 -1.96 -0.93
H -1.31 -1.29 -1.21
H 0.07 -0.67 -2.12
H -1.37 1.42 -1.04
H -0.55 2.08 0.39
H 0.35 1.86 -1.13
H -0.70 0.29 2.05
H -0.50 -1.45 1.54
H 1.63 0.80 1.20
H 1.84 -0.95 0.72


Stability verdict: arrangement y, ahead by 251.3 kJ/mol